Formula: C5H10NOS
Source: the Open Molecules 2025 dataset
Level of theory: ωB97M-V with the def2-TZVPD basis set

```
18
Properties=species:S:1:pos:R:3:forces:R:3
C -1.62257 -0.16530 1.29862 -0.501 -0.153 1.529
C -0.80898 -0.30306 0.30356 0.132 0.027 1.153
C 3.15335 0.93663 -2.09794 -3.716 -0.612 1.790
C -2.55191 -1.44955 1.25082 1.377 0.684 -2.792
C 0.12888 -0.53739 -0.67731 0.278 -1.412 1.810
N -1.69489 0.76613 2.36234 -0.479 -2.526 -1.968
O 4.13829 1.32658 -2.76110 3.260 2.317 -1.041
S 2.74254 1.09699 -0.50257 1.190 0.532 -0.472
H 2.38073 0.51047 -2.75451 0.500 -0.351 0.044
H -1.97339 -2.36996 0.99565 -0.373 0.632 1.038
H -3.15326 -1.32031 0.34517 -0.471 0.035 0.486
H -3.13574 -1.43854 2.11966 -0.673 -0.441 1.296
H 0.83842 -1.39868 -0.61571 -0.552 0.762 0.380
H 0.74153 0.39368 -0.37658 0.350 0.011 -0.627
H -0.34656 -0.46577 -1.58413 -0.400 0.568 -2.683
H -2.61570 0.97943 2.75617 0.865 0.143 -0.345
H -0.94305 1.40207 2.27885 0.062 1.278 0.592
H 4.72230 2.03657 -2.34098 -0.850 -1.493 -0.190
```
Positions in Å, forces in eV/Å.

Calculated values
Energy above the lowest of the compared OMol25 structures with the same formula, charge and spin, kcal per mole: 86.9
Charge: +1
Gap between HOMO and LUMO, eV: 7.81
Molar mass, g/mol: 132.2

=====

Formula: C5H10NS
Source: the Open Molecules 2025 dataset
Level of theory: ωB97M-V with the def2-TZVPD basis set

```
17
Properties=species:S:1:pos:R:3:forces:R:3
C 1.91727 0.20731 -0.22569 0.225 0.849 0.211
C 2.06042 0.95771 1.10712 -0.882 0.057 -0.418
S 0.53821 1.93713 1.40967 -0.148 0.186 0.158
H 2.02120 0.94091 -1.03134 0.085 -0.090 -0.064
H 0.88748 -0.12673 -0.29916 0.153 -0.608 -0.030
H 2.67046 -0.57570 -0.36201 -0.168 -0.180 -0.041
H 2.87745 1.67840 1.04856 0.319 -0.365 0.294
H 2.15257 0.24495 1.93246 0.419 0.157 -0.054
C -1.76953 -1.27093 -0.75740 0.726 -1.551 0.421
C -1.53081 -1.72022 0.48415 0.642 0.742 -0.067
C -1.64216 0.83286 -0.94780 0.879 1.213 -2.027
N -1.21425 -0.22034 -1.57089 -3.022 0.329 1.800
H -2.64318 -1.73552 -1.22330 0.802 -0.518 -0.833
H -1.10401 -1.07706 1.25197 0.869 -0.318 -0.296
H -1.65873 -2.77477 0.69076 -1.093 0.180 0.359
H -1.97005 1.63228 -1.62537 0.821 0.640 0.368
H -1.59235 1.06973 0.11825 -0.628 -0.722 0.217
```
Positions in Å, forces in eV/Å.

Calculated values
Energy above the lowest of the compared OMol25 structures with the same formula, charge and spin, kcal per mole: 42.1
Charge: -1
Gap between HOMO and LUMO, eV: 6.27
Molar mass, g/mol: 116.2

=====

Formula: C5H10NS
Source: the Open Molecules 2025 dataset
Level of theory: ωB97M-V with the def2-TZVPD basis set

```
17
Properties=species:S:1:pos:R:3:forces:R:3
C 0.76365 0.73050 -0.17762 0.365 -2.009 0.076
C 2.02398 0.95906 -0.41874 2.088 -3.079 0.324
C -0.09015 -0.54858 -0.32751 0.098 1.296 -0.123
C -1.29438 -0.03500 0.50921 0.703 1.004 -2.987
C 0.41769 -1.90809 -0.06608 -0.465 -3.000 0.490
N -0.27077 1.60753 0.13447 -2.309 2.474 0.036
S -2.89481 0.07840 -0.13626 0.218 0.500 2.257
H 2.63645 1.82164 -0.14226 -0.461 -0.135 -0.571
H 2.55002 -0.07339 -0.67619 -0.594 2.599 0.434
H -0.35333 -0.44650 -1.35778 -0.672 -0.388 -0.982
H -1.18714 -0.19155 1.53868 0.128 0.346 1.569
H 0.68935 -2.18432 0.96628 -0.396 0.583 -0.122
H 1.28575 -2.20648 -0.61225 0.962 0.628 -0.652
H -0.24694 -2.75231 -0.44364 0.108 1.325 0.647
H -0.15305 2.35320 0.81187 0.503 -0.270 0.719
H -0.50594 2.19050 -0.70739 -0.460 -1.079 0.585
H -3.37039 0.60539 1.10521 0.184 -0.796 -1.698
```
Positions in Å, forces in eV/Å.

Calculated values
Energy above the lowest of the compared OMol25 structures with the same formula, charge and spin, kcal per mole: 76.4
Charge: +1
Gap between HOMO and LUMO, eV: 9.87
Molar mass, g/mol: 116.2

=====

Formula: C5H10NS
Source: the Open Molecules 2025 dataset
Level of theory: ωB97M-V with the def2-TZVPD basis set

```
17
Properties=species:S:1:pos:R:3:forces:R:3
C 0.34516 0.36754 -0.54977 0.907 -0.803 -0.527
C 0.32323 1.85940 -0.81372 0.039 2.096 0.640
C -1.03999 0.15895 -0.97363 -1.587 -0.849 -0.570
C -2.02674 -0.96654 -1.05271 3.140 -0.132 -2.439
C 0.39915 -0.11502 0.96835 -1.928 3.516 0.011
N 1.56241 0.35268 1.54632 1.787 0.687 0.900
S -1.45362 1.72751 -1.17976 -0.359 0.778 -0.696
H 1.20853 -0.08047 -1.10373 -0.986 -0.340 0.435
H 0.94197 2.33577 -1.62104 -0.656 -0.822 0.664
H -2.99824 -0.68019 -0.91915 -2.467 0.989 0.692
H -1.72816 -1.75384 -0.42445 0.221 -1.126 0.906
H -2.00959 -1.37933 -2.11242 0.287 0.406 1.034
H 0.40205 -1.13846 0.89522 -0.391 -2.621 0.131
H 0.36611 2.50607 0.08175 0.445 -0.395 -0.316
H -0.49886 0.30876 1.54713 1.047 -0.964 -0.920
H 1.56983 1.24237 2.05983 -0.061 -0.749 -0.653
H 2.30908 0.24540 0.87232 0.563 0.327 0.708
```
Positions in Å, forces in eV/Å.

Calculated values
Energy above the lowest of the compared OMol25 structures with the same formula, charge and spin, kcal per mole: 58.4
Charge: +1
Gap between HOMO and LUMO, eV: 7.85
Molar mass, g/mol: 116.2

=====

Formula: C5H10NS
Source: the Open Molecules 2025 dataset
Level of theory: ωB97M-V with the def2-TZVPD basis set

```
17
Properties=species:S:1:pos:R:3:forces:R:3
C -1.71006 0.83710 -0.03582 0.683 -0.589 0.390
C -1.75153 2.07567 0.30360 0.281 1.825 -0.368
C 0.72203 -1.25244 0.42111 -0.108 -0.946 2.404
C -0.76525 -1.71586 0.66093 -2.195 -0.803 -0.839
C 1.65259 0.49031 -1.15186 -2.029 0.399 -2.425
N 0.84650 0.15997 -0.00474 -0.345 -1.632 0.756
S -1.88401 -0.70584 -0.46951 0.094 -0.095 -0.246
H -2.62254 2.66066 0.59167 -0.586 -0.907 0.414
H -0.98550 2.87535 0.19237 0.156 -1.273 -0.284
H 1.12382 -1.47829 1.50189 -0.146 0.888 -1.996
H 1.16714 -2.08225 -0.18957 -0.107 1.468 -0.060
H -0.95992 -2.78843 0.23030 0.373 1.934 0.894
H -1.32139 -1.65409 1.65618 1.520 0.050 -1.019
H 1.85064 1.57986 -1.13225 0.478 -0.740 0.239
H 2.53005 -0.15502 -1.25477 -0.055 0.404 -0.293
H 0.90938 0.43678 -2.04119 1.703 -0.436 0.812
H 1.19805 0.71651 0.72166 0.282 0.453 1.621
```
Positions in Å, forces in eV/Å.

Calculated values
Energy above the lowest of the compared OMol25 structures with the same formula, charge and spin, kcal per mole: 97.4
Charge: +1
Gap between HOMO and LUMO (spin up / spin down), eV: 8.09 / 8.09
Molar mass, g/mol: 116.2

=====

Formula: C5H10NS
Source: the Open Molecules 2025 dataset
Level of theory: ωB97M-V with the def2-TZVPD basis set

```
17
Properties=species:S:1:pos:R:3:forces:R:3
C 0.87853 -0.40818 -2.00776 0.902 -0.676 -1.006
C 2.02514 -0.03816 -2.00509 -0.965 0.660 0.470
C -1.00611 -0.88627 0.30464 -1.702 1.156 0.838
C 0.22957 -1.43456 0.81022 1.762 -0.434 -1.458
C -0.43683 1.59132 1.04829 -1.067 0.489 1.919
N -0.88201 0.63811 -0.07300 0.090 0.481 0.555
S -2.45613 -1.57288 0.32329 0.598 0.678 -0.514
H 0.01913 -1.02169 -2.14904 -0.187 0.058 -0.164
H 2.91450 0.50949 -1.83026 0.540 -0.082 -0.221
H 0.63382 -0.90392 1.65053 0.016 0.348 0.631
H 0.99164 -1.30102 -0.00848 -0.438 -0.389 0.959
H 0.11757 -2.48811 1.03063 -0.001 -0.049 0.118
H -0.73184 2.65764 0.88353 0.131 -1.073 -0.638
H -0.90862 1.37613 2.07801 0.428 -0.333 -1.875
H 0.62962 1.57368 1.21079 0.296 -0.306 -0.384
H -0.20985 0.75835 -0.88167 -0.501 -0.256 0.772
H -1.80812 0.95007 -0.38464 0.098 -0.273 -0.003
```
Positions in Å, forces in eV/Å.

Calculated values
Energy above the lowest of the compared OMol25 structures with the same formula, charge and spin, kcal per mole: 94.1
Charge: +1
Gap between HOMO and LUMO, eV: 8.92
Molar mass, g/mol: 116.2

=====

Formula: C5H10O
Source: the Open Molecules 2025 dataset
Level of theory: ωB97M-V with the def2-TZVPD basis set

```
16
Properties=species:S:1:pos:R:3:forces:R:3
O -1.64739 -0.17793 0.88279 -1.013 0.166 -0.018
C -1.10051 0.21556 -0.38056 -0.018 0.245 -0.016
C -0.27698 -0.96689 -0.81130 0.415 0.022 1.030
C 0.71961 -0.82956 0.69006 -0.023 -0.505 -1.176
C 1.21741 0.56872 0.32275 0.124 -0.022 -0.201
C -0.04817 1.30780 -0.19578 -0.059 0.175 0.103
H -1.51111 -1.13951 0.90839 -0.331 0.530 0.306
H -1.95878 0.52535 -0.98311 0.331 -0.054 -0.424
H -0.93323 -1.78360 -1.20586 0.677 -0.044 1.263
H 0.38435 -0.74791 -1.67752 -0.038 -0.003 0.808
H 1.42591 -1.64642 0.71315 0.630 0.107 -0.332
H 0.33795 -0.75227 1.74503 -0.565 -0.597 -1.482
H 1.70772 1.15597 1.10947 -0.126 -0.457 0.034
H 1.94679 0.41302 -0.47273 0.037 0.432 -0.119
H -0.42657 2.05142 0.50598 0.150 0.050 0.037
H 0.16296 1.80622 -1.15079 -0.190 -0.046 0.188
```
Positions in Å, forces in eV/Å.

Calculated values
Energy above the lowest of the compared OMol25 structures with the same formula, charge and spin, kcal per mole: 45.7
SMILES: OC1CCCC1
Gap between HOMO and LUMO, eV: 10.86
Molar mass, g/mol: 86.1